Entry 1:
{
  "formula": "C20H25BrN4NaO2",
  "method": "ωB97M-V with the def2-TZVPD basis set",
  "lumo_energy_ev": -2.6,
  "largest_force_ev_per_a": 0.07,
  "e_homo_ha": -0.39188,
  "homo_lumo_gap_ev": 8.10,
  "de_lowest_ev": 0.000,
  "total_charge": 1,
  "symbols": ["Br", "Na", "O", "O", "N", "N", "N", "N", "C", "C", "C", "C", "C", "C", "C", "C", "C", "C", "C", "C", "C", "C", "C", "C", "C", "C", "C", "C", "H", "H", "H", "H", "H", "H", "H", "H", "H", "H", "H", "H", "H", "H", "H", "H", "H", "H", "H", "H", "H", "H", "H", "H", "H"],
  "coordinates": [[-1.82, 3.56, -1.21], [-2.57, 0.75, -0.63], [-1.96, -3.80, -1.03], [-1.80, -1.23, -1.00], [0.35, -0.25, -0.70], [-1.73, -2.28, 2.57], [-0.22, 0.94, -1.04], [-2.83, 0.35, 1.89], [4.85, 4.23, -3.15], [-1.24, -1.03, 3.24], [3.99, 3.24, -3.62], [0.03, 3.26, -1.58], [1.21, -3.67, 1.62], [0.54, 1.92, -1.31], [-0.65, -4.84, 0.63], [0.75, 4.30, -2.00], [-0.47, -1.46, -1.07], [0.96, -2.59, 0.78], [-2.98, -2.08, 1.76], [4.37, 5.23, -2.33], [2.66, 3.26, -3.25], [-1.41, 0.12, 2.26], [-0.90, -3.75, -0.20], [2.17, 4.25, -2.41], [3.03, 5.25, -1.97], [-0.08, -2.61, -0.13], [0.41, -4.80, 1.53], [-3.69, -0.81, 2.18], [5.03, 6.01, -1.97], [-0.20, -1.18, 3.50], [-2.14, -2.85, -1.28], [-1.82, -0.88, 4.15], [1.31, -0.34, -1.01], [4.36, 2.48, -4.29], [-4.61, -0.73, 1.60], [-3.18, 1.15, 2.41], [-2.66, -1.98, 0.72], [-0.16, -1.74, -2.09], [-0.99, 1.02, 2.69], [2.65, 6.04, -1.33], [1.63, 1.82, -1.34], [1.59, -1.71, 0.85], [0.60, -5.66, 2.17], [0.27, 5.27, -2.05], [-1.86, -3.02, 3.27], [1.98, 2.51, -3.65], [-3.61, -2.96, 1.87], [-0.99, -2.62, 1.93], [-1.29, -5.71, 0.56], [5.90, 4.22, -3.44], [-0.84, -0.11, 1.36], [2.04, -3.64, 2.32], [-3.99, -0.86, 3.24]],
  "lowdin_charge": [0.831, 0.393, 0.060, -0.281, -0.012, 0.084, -0.020, -0.055, -0.074, -0.088, -0.070, -0.607, -0.101, -0.174, -0.008, -0.094, -0.426, -0.062, -0.081, -0.069, -0.051, -0.162, -0.307, -0.232, -0.032, -0.117, -0.086, -0.176, 0.109, 0.137, 0.080, 0.134, 0.133, 0.108, 0.130, 0.120, 0.097, 0.158, 0.137, 0.118, 0.130, 0.109, 0.109, 0.111, 0.181, 0.118, 0.145, 0.100, 0.125, 0.108, 0.090, 0.105, 0.124]
}

***

Entry 2:
{
  "formula": "C4H15N3O",
  "method": "ωB97M-V with the def2-TZVPD basis set",
  "lumo_energy_ev": 0.8,
  "largest_force_ev_per_a": 2.47,
  "e_homo_ha": -0.32212,
  "homo_lumo_gap_ev": 9.61,
  "de_lowest_ev": 1.578,
  "symbols": ["O", "N", "N", "N", "C", "C", "C", "C", "H", "H", "H", "H", "H", "H", "H", "H", "H", "H", "H", "H", "H", "H", "H"],
  "coordinates": [[-2.97, -1.56, 0.16], [-0.44, -0.14, -0.86], [0.06, 1.77, 1.63], [1.77, 0.21, 1.14], [0.98, -0.43, -1.21], [1.78, -0.76, 0.06], [0.56, 0.42, 1.91], [-1.19, 0.00, -2.12], [2.82, -0.93, -0.25], [-0.46, 0.68, -0.27], [-1.50, -1.02, -2.39], [-3.00, -1.09, 0.99], [-2.05, 0.64, -1.83], [1.39, 0.42, -1.75], [2.09, 1.05, 0.66], [-0.81, 2.05, 2.09], [-0.70, 0.54, -2.93], [0.95, -1.29, -1.89], [0.85, 0.34, 2.98], [-2.27, -1.22, -0.43], [0.70, 2.49, 1.97], [-0.15, -0.41, 1.88], [1.57, -1.77, 0.43]],
  "lowdin_charge": [-0.077, -0.142, -0.003, -0.066, -0.216, -0.243, -0.322, -0.137, 0.110, 0.060, 0.081, 0.023, 0.093, 0.104, 0.102, 0.068, 0.070, 0.117, 0.100, -0.016, 0.069, 0.112, 0.113]
}

***

Entry 3:
{
  "formula": "C4H12",
  "method": "ωB97M-V with the def2-TZVPD basis set",
  "lumo_energy_ev": 1.1,
  "largest_force_ev_per_a": 4.78,
  "e_homo_ha": -0.39804,
  "homo_lumo_gap_ev": 11.95,
  "de_lowest_ev": 1.452,
  "symbols": ["C", "C", "C", "C", "H", "H", "H", "H", "H", "H", "H", "H", "H", "H", "H", "H"],
  "coordinates": [[0.85, 2.14, 0.77], [-0.48, -1.08, -1.03], [0.04, -2.50, -0.79], [-0.41, 1.51, 1.09], [1.68, 2.02, 1.35], [1.18, 1.79, -0.19], [0.32, -0.59, -1.61], [-0.05, -3.33, -1.57], [0.68, 3.24, 0.51], [-0.32, -2.96, 0.15], [-0.42, 0.44, 1.40], [-0.90, 1.74, 2.08], [1.06, -2.43, -0.64], [-1.07, 1.56, 0.16], [-1.56, -0.99, -1.49], [-0.60, -0.57, -0.19]],
  "lowdin_charge": [-0.190, -0.163, -0.172, -0.221, 0.037, 0.053, 0.077, 0.089, 0.101, 0.067, 0.059, 0.084, 0.021, 0.100, 0.111, -0.055]
}

***

Entry 4:
{
  "formula": "C24H71O12",
  "method": "ωB97M-V with the def2-TZVPD basis set",
  "lumo_energy_ev": [0.2, -3.0],
  "largest_force_ev_per_a": 2.49,
  "s2": 0.754,
  "e_homo_ha": [-0.34325, -0.34324],
  "homo_lumo_gap_ev": [9.49, 6.29],
  "spin_multiplicity": 2,
  "de_lowest_ev": 0.000,
  "symbols": ["O", "O", "O", "O", "O", "O", "O", "O", "O", "O", "O", "O", "C", "C", "C", "C", "C", "C", "C", "C", "C", "C", "C", "C", "C", "C", "C", "C", "C", "C", "C", "C", "C", "C", "C", "C", "H", "H", "H", "H", "H", "H", "H", "H", "H", "H", "H", "H", "H", "H", "H", "H", "H", "H", "H", "H", "H", "H", "H", "H", "H", "H", "H", "H", "H", "H", "H", "H", "H", "H", "H", "H", "H", "H", "H", "H", "H", "H", "H", "H", "H", "H", "H", "H", "H", "H", "H", "H", "H", "H", "H", "H", "H", "H", "H", "H", "H", "H", "H", "H", "H", "H", "H", "H", "H", "H", "H"],
  "coordinates": [[1.28, -0.34, 0.28], [-5.56, -2.98, 1.18], [-2.43, -0.78, -4.57], [-1.37, 4.71, -3.68], [4.24, 2.07, 3.09], [-5.49, 2.02, -2.21], [2.24, -3.34, 1.59], [4.98, 1.34, 0.23], [-0.10, -2.87, 0.08], [0.90, -0.79, 3.15], [-2.16, 3.12, 5.56], [3.45, -1.54, -1.30], [1.99, 2.92, 2.65], [5.24, 1.37, -2.06], [-4.62, 1.38, -1.31], [3.39, -5.41, 1.87], [4.08, -3.26, -2.80], [-0.17, -1.74, 3.51], [-1.70, 4.12, 3.43], [0.59, 3.46, -3.15], [-4.17, 2.30, -0.16], [-4.34, -0.99, 1.73], [3.30, 3.01, 3.50], [-0.58, 0.46, -5.28], [-1.45, -4.44, -1.05], [2.88, -2.48, -2.20], [-1.32, -0.88, 3.94], [-1.81, 2.80, 4.19], [-0.87, 3.55, -2.96], [-0.88, -3.04, -1.11], [2.74, -4.43, 0.89], [0.53, 0.68, -0.22], [-4.56, -2.10, 0.67], [-1.23, -0.25, -4.11], [-0.79, 1.03, 0.56], [4.22, 1.65, -0.94], [4.60, -3.90, -2.09], [4.33, -4.97, 2.19], [-1.93, -4.70, -0.11], [3.50, -4.08, 0.20], [-0.84, 2.31, 4.23], [-2.63, 4.67, 3.32], [2.97, 2.88, 4.52], [0.20, -1.96, 0.02], [-1.32, 4.04, 2.41], [0.76, 3.41, -4.22], [-2.22, -1.53, -5.13], [0.96, 2.58, -2.62], [-0.48, -0.24, -6.10], [5.56, 2.07, 0.45], [-1.68, -0.29, 3.10], [6.16, 1.96, -2.03], [2.17, 2.92, 1.57], [-1.08, 3.65, -1.90], [-4.82, -1.72, -0.32], [-1.06, -0.17, 4.73], [-2.12, -1.54, 4.30], [3.89, 2.69, -0.88], [4.82, 1.54, -3.05], [1.47, -3.04, 1.10], [-2.53, 2.30, 5.88], [0.35, 0.42, -1.26], [-5.54, -3.82, 0.72], [-5.19, 0.55, -0.90], [2.76, -1.03, -0.89], [1.18, 1.56, -0.17], [3.66, -3.93, -3.55], [-2.33, 4.62, -3.69], [-1.42, 0.16, 0.36], [5.49, 0.31, -2.08], [1.94, -4.80, 0.25], [-3.52, -0.36, 1.40], [-3.67, 3.20, -0.51], [-1.22, 1.91, 0.06], [-5.26, -0.40, 1.76], [0.14, -2.36, 4.35], [-5.02, 2.57, 0.47], [4.75, -2.56, -3.29], [-3.73, 1.02, -1.83], [-2.51, 2.13, 3.69], [3.73, 4.00, 3.34], [-0.34, -2.48, 2.73], [-5.62, 1.38, -2.91], [2.20, -3.18, -1.70], [-2.19, -4.67, -1.81], [-3.47, 1.79, 0.50], [-0.26, -2.86, -1.99], [-0.55, -0.96, -3.64], [0.82, -0.64, 2.20], [-1.32, 2.63, -3.35], [1.15, 4.30, -2.74], [3.61, -6.38, 1.42], [0.37, 0.90, -4.98], [-1.64, -2.26, -1.12], [-4.16, -1.36, 2.74], [5.11, 2.28, 3.43], [-3.63, -2.66, 0.52], [2.31, -2.04, -3.01], [1.41, 3.81, 2.90], [-0.65, -5.17, -1.18], [3.33, 1.04, -1.09], [-1.18, 1.26, -5.72], [-0.69, 1.22, 1.63], [-1.09, 4.78, 4.05], [1.44, 2.02, 2.92], [-1.47, 0.51, -3.37], [2.79, -5.66, 2.75]],
  "lowdin_spin": [0.782, 0.000, 0.000, 0.000, 0.000, 0.000, 0.000, 0.000, 0.018, -0.001, 0.000, -0.002, 0.001, 0.000, 0.000, 0.000, 0.000, 0.000, 0.000, 0.000, 0.000, 0.000, 0.000, 0.000, 0.001, 0.000, 0.000, 0.000, 0.000, 0.000, 0.000, 0.107, 0.000, 0.000, 0.004, 0.000, 0.000, 0.000, 0.000, 0.000, 0.000, 0.000, 0.000, 0.004, 0.000, 0.000, 0.000, 0.000, 0.000, 0.000, 0.000, 0.000, 0.001, 0.000, 0.000, 0.000, 0.000, 0.000, 0.000, 0.000, 0.000, 0.030, 0.000, 0.000, -0.001, 0.053, 0.000, 0.000, 0.001, 0.000, 0.000, 0.000, 0.000, -0.001, 0.000, 0.000, 0.000, 0.000, 0.000, 0.000, 0.000, 0.000, 0.000, 0.000, 0.000, 0.000, 0.000, 0.000, 0.000, 0.000, 0.000, 0.000, 0.000, 0.000, 0.000, 0.000, 0.000, 0.000, 0.000, 0.000, 0.000, 0.000, 0.000, 0.000, 0.000, 0.000, 0.000]
}

***

Entry 5:
{
  "formula": "C6F18MgN2O14S6",
  "method": "ωB97M-V with the def2-TZVPD basis set",
  "lumo_energy_ev": 4.6,
  "largest_force_ev_per_a": 5.29,
  "e_homo_ha": -0.18181,
  "homo_lumo_gap_ev": 9.51,
  "de_lowest_ev": 0.597,
  "total_charge": -2,
  "symbols": ["S", "S", "S", "S", "S", "S", "Mg", "F", "F", "F", "F", "F", "F", "F", "F", "F", "F", "F", "F", "F", "F", "F", "F", "F", "F", "O", "O", "O", "O", "O", "O", "O", "O", "O", "O", "O", "O", "O", "O", "N", "N", "C", "C", "C", "C", "C", "C"],
  "coordinates": [[-2.33, -1.81, 1.24], [1.31, -2.39, -1.54], [-1.50, 1.99, -1.75], [0.44, 1.81, 2.94], [1.04, 2.38, -1.23], [2.77, -1.99, 0.63], [0.31, 0.07, 0.23], [-2.65, -3.10, -1.07], [2.17, -1.97, -4.01], [-2.49, 1.53, 0.67], [0.84, -3.55, 1.45], [-1.97, 2.95, 3.09], [-3.64, -1.17, -0.99], [-1.79, 1.03, 4.11], [2.75, 1.95, -3.22], [3.66, -2.87, -2.73], [-0.87, 2.77, 4.97], [3.18, -0.77, -2.52], [-4.49, -2.81, 0.07], [1.00, -1.71, 2.51], [-2.29, 3.67, 0.16], [2.48, -3.24, 2.88], [1.47, 3.57, -3.58], [0.72, 1.51, -3.76], [-3.86, 2.43, -0.70], [-2.31, 1.12, -2.54], [1.34, -3.82, -1.25], [-1.21, 3.24, -2.44], [3.52, -3.12, 0.10], [-3.25, -1.03, 2.05], [-2.02, -3.11, 1.84], [0.74, 3.71, -0.80], [3.52, -0.92, 1.21], [1.23, 1.09, 3.92], [-1.18, -1.12, 0.69], [0.96, 3.07, 2.49], [2.20, 1.81, -0.58], [0.06, -2.11, -2.20], [0.07, 0.92, 1.83], [1.53, -1.30, -0.38], [-0.25, 1.23, -1.11], [-1.17, 2.16, 3.81], [2.68, -1.97, -2.78], [1.68, -2.70, 1.98], [-2.59, 2.46, -0.29], [1.50, 2.33, -3.09], [-3.32, -2.25, -0.28]],
  "lowdin_charge": [0.530, 0.609, 0.609, 0.541, 0.695, 0.700, 0.437, 0.130, 0.141, 0.132, 0.178, 0.138, 0.126, 0.145, 0.156, 0.132, 0.112, 0.137, 0.105, 0.163, 0.154, 0.158, 0.133, 0.157, 0.134, -0.257, -0.280, -0.295, -0.284, -0.293, -0.305, -0.248, -0.260, -0.288, -0.345, -0.273, -0.277, -0.277, -0.354, -0.319, -0.300, -0.657, -0.666, -0.711, -0.638, -0.675, -0.650]
}

***

Entry 6:
{
  "formula": "C2H5N5O",
  "method": "ωB97M-V with the def2-TZVPD basis set",
  "lumo_energy_ev": 0.3,
  "largest_force_ev_per_a": 8.18,
  "e_homo_ha": -0.29489,
  "homo_lumo_gap_ev": 8.31,
  "de_lowest_ev": 6.534,
  "symbols": ["O", "N", "N", "N", "N", "N", "C", "C", "H", "H", "H", "H", "H"],
  "coordinates": [[-1.22, 0.46, 2.23], [0.49, 0.24, -0.72], [-1.08, -1.27, -0.53], [0.28, 0.11, 0.64], [-1.63, -0.97, 1.66], [1.64, 1.07, -1.13], [-0.31, -0.74, -1.40], [-1.03, -0.73, 0.60], [0.18, 0.87, 1.23], [-0.12, -1.20, -2.43], [-1.33, -0.05, 3.19], [1.55, 1.71, -1.96], [2.58, 0.49, -1.37]],
  "lowdin_charge": [-0.207, -0.188, 0.101, 0.116, 0.115, 0.033, -0.061, -0.509, 0.074, 0.149, 0.162, 0.081, 0.136]
}